# 1
A molecular structure, C22H37N4O6PPdS, computed with ωB97M-V/def2-TZVPD.

XYZ file:
```
72
Properties=species:S:1:pos:R:3:forces:R:3
Pd -0.3212 0.3964 -1.5930 -0.239 0.343 -0.287
C 4.9454 -2.1589 1.7118 -0.001 -0.003 0.008
C 4.6051 -1.6320 0.3412 0.062 0.022 -0.178
C 5.5614 -1.6098 -0.6738 0.038 0.004 0.022
C 5.2521 -1.1196 -1.9335 0.034 0.006 0.005
C 3.9731 -0.6442 -2.1921 -0.016 0.000 -0.042
C 3.0106 -0.6626 -1.1939 0.166 -0.074 0.027
C 3.3298 -1.1523 0.0663 0.279 -0.265 0.016
S 3.6054 -0.0224 -3.8297 0.348 0.082 0.242
O 3.8194 -1.1420 -4.7283 -0.007 -0.038 -0.107
O 4.5112 1.1042 -4.0443 -0.082 0.022 -0.053
N 2.1130 0.3362 -3.6664 -0.472 -0.226 -0.255
C 1.4295 1.4535 -3.9264 0.444 0.032 0.354
C 1.8475 2.4686 -4.8294 -0.078 -0.055 -0.058
C 1.0719 3.5840 -5.0112 0.012 -0.002 -0.004
C -0.1227 3.7191 -4.2992 0.019 -0.001 0.010
C -0.4569 2.7084 -3.4210 -0.017 -0.037 -0.109
N 0.2778 1.6049 -3.2210 -0.230 0.094 0.035
H 5.8723 -2.7359 1.6950 0.017 -0.012 0.001
H 4.1492 -2.8018 2.0912 -0.010 0.001 0.011
H 5.0722 -1.3458 2.4317 -0.015 0.015 -0.008
H 6.5602 -1.9867 -0.4734 0.030 -0.004 -0.017
H 5.9961 -1.1048 -2.7206 0.007 -0.006 -0.008
H 2.0037 -0.3118 -1.3989 -0.011 0.042 0.015
H 2.5481 -1.1484 0.8199 0.374 -0.055 -0.228
H 2.7877 2.3300 -5.3420 0.000 0.017 -0.011
H 1.3914 4.3566 -5.7035 0.004 0.001 0.003
H -0.7681 4.5804 -4.4080 0.006 0.006 -0.002
H -1.3623 2.7696 -2.8304 -0.009 0.013 -0.011
N -3.5885 1.0718 -2.4456 -0.016 -0.065 0.012
C -4.3821 0.0672 -1.7438 0.032 0.050 0.001
C -4.1850 -1.3818 -2.2005 -0.035 0.032 -0.020
N -2.8690 -1.9606 -1.9964 0.089 0.000 0.024
H -2.6018 0.9664 -2.1708 0.060 -0.047 -0.008
H -3.6085 0.8857 -3.4444 -0.002 0.015 0.002
H -5.4476 0.3194 -1.8404 -0.004 -0.005 0.000
H -4.1316 0.1387 -0.6811 -0.014 -0.001 -0.007
H -4.4285 -1.4413 -3.2699 0.000 -0.006 0.000
H -4.9258 -2.0075 -1.6847 0.004 0.006 0.005
H -2.1568 -1.4205 -2.4912 -0.056 0.003 -0.013
H -2.5886 -1.8448 -1.0247 0.003 0.004 0.005
C -1.5056 -2.6849 4.3237 0.004 0.008 -0.002
C -0.4097 -1.9444 3.5629 -0.004 -0.022 0.023
C 0.1710 -0.8344 4.4367 0.006 0.005 -0.012
C 0.6838 -2.9202 3.1352 -0.019 0.002 0.005
O -1.0704 -1.4239 2.4059 0.039 -0.004 -0.027
P -0.4186 -0.3039 1.4019 -0.214 -0.051 0.193
O 1.0575 -0.3989 1.4100 -0.678 0.266 0.468
O -1.2511 -0.4579 0.1621 0.095 -0.064 0.049
O -0.7999 1.0758 2.1752 0.063 -0.023 -0.087
C -2.0649 1.7519 2.1175 -0.029 0.013 0.028
C -2.0177 2.7311 3.2869 0.001 -0.008 -0.004
C -2.1838 2.5090 0.8021 -0.018 0.022 -0.004
C -3.2316 0.7842 2.3023 0.014 -0.009 -0.009
H -1.0989 -3.1600 5.2201 0.000 0.003 -0.003
H -1.9465 -3.4512 3.6843 0.000 0.000 -0.001
H -2.2929 -1.9881 4.6185 0.000 -0.001 0.001
H 0.6039 -1.2689 5.3424 -0.006 -0.001 -0.008
H -0.6110 -0.1280 4.7209 -0.002 0.002 0.004
H 0.9435 -0.2922 3.8927 0.001 0.004 0.008
H 1.1413 -3.3859 4.0132 0.007 0.008 -0.009
H 1.4410 -2.3889 2.5611 0.001 -0.032 0.019
H 0.2523 -3.7009 2.5058 0.009 0.001 -0.006
H -1.1542 3.3891 3.1803 0.000 0.000 0.003
H -1.9263 2.1893 4.2309 0.000 0.000 0.003
H -2.9257 3.3387 3.3131 0.003 -0.004 -0.001
H -1.3622 3.2215 0.7063 0.003 -0.006 0.006
H -3.1333 3.0510 0.7611 0.003 0.000 -0.002
H -2.1236 1.8234 -0.0426 0.006 -0.012 -0.017
H -3.1225 0.2338 3.2386 -0.010 -0.007 0.005
H -3.2607 0.0668 1.4834 -0.004 -0.007 0.016
H -4.1719 1.3414 2.3239 0.012 0.012 -0.009
```
Positions in Å, forces in eV/Å.

Output
charge = -2
Kohn-Sham gap = 4.905 eV
E_LUMO = 0.1619 Eh
relative energy (zero: lowest compared OMol25 entry of this formula, charge and spin) = 51.5 kJ/mol

These are the Löwdin partial charges, in e, on atoms 1 to 8:
1. Pd 0.360
2. C -0.067
3. C -0.283
4. C -0.075
5. C -0.083
6. C -0.264
7. C -0.039
8. C -0.030

---

# 2
A molecular structure, C31H50BrIrN3OP2, computed with ωB97M-V/def2-TZVPD.

XYZ file:
```
89
Properties=species:S:1:pos:R:3:forces:R:3
C -8.3711 1.7910 -1.7531 1.105 0.842 0.406
C -7.6001 2.8672 -1.1767 -0.768 -0.288 -0.157
C -8.2957 4.0965 -1.0959 -0.346 -0.247 -0.654
C -9.5633 4.2518 -1.7325 -0.592 0.345 -0.169
N -10.1778 3.2364 -2.3502 3.952 0.416 2.298
C -9.6074 2.0540 -2.3447 -1.347 -1.784 -1.133
C -6.1666 2.6736 -0.7940 -0.308 -0.192 -0.736
C -4.9713 2.3923 -0.8294 -1.990 -0.129 -0.991
C -3.7764 1.6914 -1.1903 -0.525 1.070 1.485
C -3.5790 0.4493 -0.5428 1.233 -0.583 -0.429
C -2.3051 -0.1296 -0.6818 -0.952 -0.614 0.324
C -1.2499 0.7627 -1.1193 -0.886 0.393 0.947
C -1.5977 1.5932 -2.2271 -0.585 0.678 -0.616
C -2.8351 2.2125 -2.1244 0.170 -0.780 -0.250
Ir -0.4775 1.6955 0.4716 0.706 -0.765 -1.042
P -0.7493 0.8059 2.6300 -0.791 -0.957 1.995
H -7.8959 4.9836 -0.5973 -0.123 -0.311 -0.285
H -7.9915 0.7624 -1.7820 -0.252 0.528 -0.123
H -10.0916 5.1874 -1.7677 0.029 0.510 0.240
H -10.1771 1.2688 -2.8612 0.336 0.004 0.264
H -3.1067 3.1002 -2.7176 0.129 -0.811 -0.050
H -4.4009 -0.0216 0.0418 0.799 0.175 -0.769
H -0.9437 1.7273 -3.0762 0.263 0.587 0.328
H -2.1640 -1.2010 -0.5323 0.261 0.434 0.653
C 0.7250 0.6839 3.7760 0.663 0.225 -0.346
C 0.7473 1.3602 5.1555 -0.144 0.370 0.325
H 1.5865 1.0155 3.1770 -0.150 0.097 0.309
H 0.9158 -0.3882 3.9223 -0.302 0.147 -0.292
H 1.6559 1.0474 5.7103 -0.435 0.127 -0.496
H 0.7771 2.4626 5.0889 -0.085 -0.470 0.014
H -0.1019 1.0693 5.7920 0.182 0.111 -0.312
C -2.0218 2.0635 3.1092 0.234 0.581 0.668
C -3.4372 1.5789 3.4261 -0.481 -0.170 -0.237
H -2.0948 2.7401 2.2373 -0.060 -0.045 0.461
H -1.6287 2.6659 3.9525 -0.092 -0.221 -0.358
H -4.0480 2.4351 3.7237 0.123 -0.026 -0.059
H -3.9161 1.1437 2.5342 0.147 0.096 0.267
H -3.5186 0.8510 4.2374 0.255 0.130 -0.138
C -1.5840 -0.8119 2.9583 -0.350 0.057 -0.491
C -1.5999 -1.2506 4.4317 0.138 0.000 0.366
H -1.1151 -1.5671 2.3307 0.051 -0.048 0.124
H -2.6096 -0.6934 2.5833 0.218 -0.080 0.048
H -2.2346 -2.1458 4.5241 0.203 0.312 -0.089
H -0.5980 -1.5308 4.8019 -0.495 0.148 -0.182
H -2.0182 -0.4842 5.1059 0.209 -0.297 -0.297
Br 2.2936 1.0821 0.7098 0.664 -0.990 -0.759
P 0.2082 3.8510 -0.3044 -1.571 -1.167 0.556
C 0.7831 3.8158 1.4174 0.813 -1.378 -0.131
C 1.6528 4.7687 2.2271 0.050 0.248 -0.084
H 1.4075 2.8453 1.2961 -0.865 1.609 0.804
H -0.1841 3.5580 1.9497 0.734 0.538 -0.258
H 1.5916 4.4672 3.2722 0.049 0.080 0.008
H 2.7018 4.7059 1.9161 -0.294 0.125 -0.005
H 1.2863 5.7840 2.1326 0.103 0.220 0.111
C 1.1245 3.5253 -1.8332 0.301 0.870 0.300
C 2.2120 4.5368 -2.1647 0.678 0.468 -0.222
H 0.3644 3.4806 -2.6187 0.036 -0.160 0.176
H 1.5112 2.5397 -1.6091 0.201 -0.312 -0.344
H 3.0337 4.0421 -2.7025 -0.283 0.145 0.157
H 1.8258 5.3286 -2.8228 0.156 -0.152 0.383
H 2.6452 4.9870 -1.2545 -0.101 -0.103 -0.476
C -1.5222 4.3871 -0.3587 0.067 0.340 -0.363
C -1.8680 5.8640 -0.2797 0.174 0.591 0.123
H -1.9376 3.8026 0.4900 -0.235 0.441 -0.519
H -1.8807 3.9434 -1.2967 0.125 0.292 0.529
H -2.8156 6.0435 -0.7936 0.134 0.061 0.093
H -1.9899 6.1679 0.7649 0.117 0.123 -0.235
H -1.0929 6.4959 -0.7500 -0.441 -0.209 0.199
C 1.2124 -0.0271 -3.8770 0.644 0.326 -0.778
N 1.5156 -1.1538 -3.0188 -0.876 0.803 1.453
C 1.5708 -2.4563 -3.6165 -0.293 -0.908 -0.190
C 1.9859 -3.4520 -2.5657 1.207 -0.941 -0.180
C 1.0045 -3.4090 -1.4403 -0.030 -0.048 0.088
N 1.0180 -2.0531 -0.8950 -0.419 1.582 -0.124
C 0.4244 -1.9102 0.4176 0.541 0.203 0.632
C 1.1332 -0.9629 -1.7255 0.729 -3.838 -1.733
O 0.8692 0.2170 -1.4218 -0.939 1.667 1.458
H 0.1696 0.2786 -3.7574 0.135 -0.185 -0.322
H 1.4070 -0.3367 -4.9173 -0.117 0.319 0.470
H 1.8584 0.8189 -3.6054 -0.178 -0.180 -0.352
H 0.5686 -2.7191 -4.0081 0.376 0.070 -0.046
H 2.2670 -2.4251 -4.4436 0.161 -0.046 -0.186
H 3.0121 -3.2199 -2.1910 -0.687 -0.190 -0.299
H 2.0112 -4.4697 -2.9846 0.049 0.394 0.040
H 1.2293 -4.1026 -0.6205 0.052 0.155 -0.290
H 0.0051 -3.6347 -1.8317 -0.042 -0.086 0.238
H -0.6073 -2.2783 0.4387 0.084 0.010 -0.118
H 0.9894 -2.5017 1.1714 -0.217 0.339 -0.513
H 0.4614 -0.8486 0.7190 -0.138 -0.692 -0.116
```
Positions in Å, forces in eV/Å.

Output
charge = +4
Kohn-Sham gap (alpha / beta) = 5.907 / 4.649 eV
multiplicity = 6
E_LUMO (alpha / beta) = -0.4509 / -0.5083 Eh
<S²> = 8.823

These are the Löwdin partial charges, in e, on atoms 1 to 8:
1. C 0.056
2. C -0.130
3. C 0.056
4. C 0.023
5. N 0.316
6. C -0.025
7. C 0.127
8. C 0.069

---

# 3
A molecular structure, C28H25F5IInN11OS, computed with ωB97M-V/def2-TZVPD.

XYZ file:
```
73
Properties=species:S:1:pos:R:3:forces:R:3
In -1.5200 -0.6238 -0.3532 -0.121 -0.454 0.254
N -1.1425 -1.2792 4.2541 0.208 -0.015 0.203
C -1.1365 -1.3919 2.8967 -0.160 -0.166 -0.262
S -2.6173 -1.1322 2.1037 -0.547 0.035 -0.363
N 0.0161 -1.6927 2.3545 0.808 0.006 1.310
N 0.0389 -1.8404 1.0382 -0.193 0.026 -1.167
C 1.0926 -2.3519 0.4977 -0.335 0.196 1.218
C 2.2765 -2.6720 1.3256 0.110 -0.017 0.147
C 2.6006 -3.9892 1.6273 -0.099 0.125 -0.149
C 3.6436 -4.2672 2.4908 0.107 -0.087 0.096
C 4.3777 -3.2327 3.0470 0.071 -0.108 0.008
C 4.0794 -1.9205 2.7211 0.097 0.102 0.052
C 3.0277 -1.6362 1.8710 0.027 -0.068 -0.159
C 1.0511 -2.7105 -0.9031 0.282 -0.282 -0.861
C 2.2055 -3.0987 -1.5936 -0.212 0.169 0.288
C 2.0847 -3.5318 -2.8980 -0.264 -0.015 -0.118
C 0.8248 -3.5668 -3.4779 0.137 -0.019 0.038
C -0.2558 -3.1275 -2.7282 -0.040 -0.216 -0.271
N -0.1526 -2.7159 -1.4808 0.100 0.158 0.202
H -2.0357 -1.3585 4.7098 0.056 0.074 -0.050
H -0.3321 -1.6369 4.7342 0.018 -0.032 -0.003
H 2.0239 -4.7910 1.1872 -0.069 -0.074 0.005
H 3.8818 -5.2918 2.7374 0.018 -0.088 0.011
H 5.1890 -3.4520 3.7259 0.075 -0.012 0.051
H 4.6700 -1.1167 3.1374 0.010 0.074 0.027
H 2.7894 -0.6158 1.6094 -0.098 0.110 0.020
H 3.1671 -3.0480 -1.1063 0.049 -0.019 0.054
H 2.9563 -3.8435 -3.4541 0.077 -0.004 -0.058
H 0.6840 -3.9128 -4.4887 -0.043 -0.012 -0.120
H -1.2546 -3.1079 -3.1440 -0.029 0.013 -0.113
C -0.7907 1.7564 2.2447 0.244 -0.265 0.471
N -1.4434 1.7362 0.9358 -0.005 -0.512 -0.235
C -0.7784 2.7448 0.1025 0.313 0.151 -0.546
N -0.8631 4.0791 0.6758 0.110 0.261 -0.076
C -0.2245 4.0421 1.9835 0.128 0.133 0.098
N -0.8582 3.0716 2.8684 0.157 0.084 0.240
C -2.2661 3.4317 3.0034 -0.057 0.060 0.197
N -2.9496 3.4642 1.7178 -0.277 0.161 0.031
C -2.8428 2.1464 1.1090 -0.568 -0.088 -0.013
C -2.2681 4.4211 0.8543 -0.064 0.176 -0.029
H 0.2577 1.4650 2.1192 -0.096 -0.001 -0.012
H -1.2836 1.0503 2.9165 0.054 0.044 -0.189
H -1.2413 2.7444 -0.8860 0.095 -0.004 0.142
H 0.2755 2.4794 0.0072 -0.084 -0.074 -0.025
H -0.2867 5.0325 2.4471 0.044 -0.042 -0.053
H 0.8262 3.7671 1.8525 -0.035 0.059 0.031
H -2.3305 4.4202 3.4694 -0.040 -0.052 -0.002
H -2.7588 2.6958 3.6459 0.021 0.063 -0.007
H -3.3270 2.1636 0.1279 0.073 -0.041 0.114
H -3.3604 1.4206 1.7453 0.159 0.057 -0.126
H -2.3365 5.4183 1.3028 -0.023 -0.052 -0.069
H -2.7598 4.4260 -0.1228 0.026 0.049 0.062
I -5.0445 -0.9982 -0.6634 -0.178 -0.047 -0.038
C -3.1865 -1.9588 -1.0841 0.759 0.572 0.335
H -3.1587 -2.1277 -2.1519 -0.087 -0.035 -0.212
H -3.1875 -2.8942 -0.5368 -0.017 -0.081 0.036
N -5.2922 1.9347 -5.0491 -0.548 -0.015 -0.432
C -4.4022 1.9063 -4.3150 -0.615 -0.295 -0.308
N -3.3763 1.9836 -3.5499 0.581 1.049 -0.432
C -2.8508 1.3291 -2.6400 0.745 -0.463 1.284
N -2.2165 0.9175 -1.7399 -0.312 -0.120 -0.396
F 3.5339 1.5547 -5.0961 -0.151 -0.035 0.162
C 2.7745 1.2502 -4.0218 -0.049 -0.028 0.059
C 1.5905 0.5357 -4.1677 0.280 0.112 -0.173
F 1.2028 0.1518 -5.3979 0.032 0.067 0.251
C 0.8321 0.2066 -3.0633 -0.223 -0.076 0.263
F -0.3186 -0.4872 -3.2413 0.380 0.222 -0.199
C 1.2033 0.5393 -1.7383 0.889 0.482 -1.332
O 0.5678 0.1900 -0.6980 -1.190 -0.478 1.071
C 2.4062 1.2935 -1.6500 -0.266 -0.133 0.275
F 2.8184 1.6753 -0.4154 -0.020 -0.073 -0.291
C 3.1706 1.6368 -2.7464 0.021 -0.038 -0.220
F 4.3114 2.3372 -2.5923 -0.250 -0.155 0.001
```
Positions in Å, forces in eV/Å.

Output
charge = -1
Kohn-Sham gap = 7.275 eV
E_LUMO = 0.0648 Eh
relative energy (zero: lowest compared OMol25 entry of this formula, charge and spin) = 43.4 kJ/mol

These are the Löwdin partial charges, in e, on atoms 1 to 8:
1. In 0.612
2. N 0.065
3. C -0.892
4. S 0.640
5. N 0.014
6. N 0.003
7. C -0.198
8. C -0.191

---

> Which of these has the lowest charge?

C22H37N4O6PPdS